No. 1
Here is a cluster of 5 separate species, C26H53F5N5O4 in total at a distorted geometry from the Open Molecules 2025 dataset. Energies are from the ωB97M-V functional and the def2-TZVPD basis.

Atoms and positions in Å:
C 0.3641 -3.2496 2.2308
C -0.0612 -2.3549 1.0988
C -0.1717 -0.9830 1.3274
C -0.6076 -0.0903 0.3503
C -0.9653 -0.5906 -0.8997
C -0.8450 -1.9543 -1.1396
C -0.3814 -2.8583 -0.1731
C -0.2765 -4.3297 -0.5613
N 0.8374 -5.0706 -0.0156
C 1.8633 -5.2440 -0.8338
F 1.5793 -5.8256 -2.1201
F 2.7968 -6.1212 -0.2947
C 2.7365 -4.0169 -1.1936
F 2.0744 -3.0982 -1.8799
F 3.2091 -3.4442 -0.0931
F 3.8279 -4.3315 -1.9416
H 1.3577 -3.6544 2.0925
H 0.2746 -2.7062 3.1720
H -0.3046 -4.1050 2.2850
H 0.0979 -0.6040 2.3059
H -0.6773 0.9701 0.5432
H -1.3203 0.0708 -1.6751
H -1.1044 -2.3397 -2.1166
H -0.3368 -4.3687 -1.6532
H -1.2021 -4.7999 -0.2042
C 5.9256 -6.9020 -4.6859
C 4.7264 -6.8680 -3.7405
C 4.3983 -8.2266 -3.1066
O 3.7474 -9.1471 -3.9724
C 4.6006 -9.8870 -4.8138
N 3.5792 -6.2823 -4.4319
H 5.6802 -7.3714 -5.6399
H 6.2568 -5.8860 -4.9026
H 6.7655 -7.4448 -4.2433
H 4.9792 -6.2010 -2.9146
H 3.7032 -8.0533 -2.2829
H 5.2999 -8.6918 -2.6826
H 5.5454 -10.1294 -4.3154
H 4.8114 -9.3566 -5.7475
H 4.0906 -10.8188 -5.0645
H 2.8275 -6.1735 -3.7517
H 3.2314 -6.9751 -5.0898
C -1.3633 6.2727 2.1482
C -2.1110 4.9757 1.8558
C -1.4965 3.7423 2.5298
O -0.3320 3.2434 1.9091
C 0.8788 3.8799 2.2684
N -2.2319 4.8137 0.4038
H -0.4264 6.3351 1.5947
H -1.9696 7.1295 1.8533
H -1.1395 6.3669 3.2127
H -3.1211 5.0831 2.2619
H -2.2240 2.9271 2.4742
H -1.3060 3.9279 3.5955
H 0.8679 4.1977 3.3157
H 1.0882 4.7403 1.6274
H 1.6802 3.1550 2.1297
H -2.8196 4.0091 0.2002
H -1.3148 4.5438 0.0536
C -2.3094 -1.3040 6.0765
C -1.8463 -0.2419 5.0847
C -1.5426 1.1161 5.7384
O -2.6867 1.8825 6.0750
C -3.2833 1.5658 7.3160
N -2.8272 -0.1451 4.0031
H -3.3381 -1.1390 6.3986
H -2.2711 -2.2880 5.6108
H -1.6710 -1.3236 6.9628
H -0.9089 -0.5952 4.6451
H -0.9904 1.7255 5.0173
H -0.8960 0.9943 6.6179
H -2.5323 1.2883 8.0618
H -4.0132 0.7583 7.2189
H -3.8087 2.4557 7.6642
H -2.4700 0.4591 3.2676
H -3.6448 0.3389 4.3651
C -3.2553 6.9337 -4.6102
C -2.9433 6.8244 -3.1206
C -2.0754 7.9722 -2.5835
O -0.7013 7.8799 -2.9100
C -0.3448 8.3832 -4.1813
N -2.3640 5.5105 -2.8440
H -2.3940 6.6730 -5.2252
H -4.0587 6.2465 -4.8746
H -3.5732 7.9448 -4.8762
H -3.8947 6.8817 -2.5829
H -2.1165 7.9423 -1.4918
H -2.4726 8.9475 -2.8983
H -0.9443 9.2593 -4.4472
H -0.4471 7.6232 -4.9601
H 0.7034 8.6786 -4.1348
H -2.2574 5.4118 -1.8370
H -1.4136 5.5112 -3.2050

Properties
largest force on an atom = 1.21 eV Å⁻¹
total charge = -1
E_LUMO = 2.05 eV
HOMO-LUMO gap = 0.2168 Eh
spin multiplicity = 1
E = -57049.3197 eV

Results of the Mulliken charge analysis, in e, for atoms 1 through 8: -1.45 0.73 -0.73 -0.68 -0.84 -0.69 1.36 -1.31


No. 2
Here is a structure of composition C40H42N10O5PrSSi at a distorted geometry from the Open Molecules 2025 dataset. Energies are from the ωB97M-V functional and the def2-TZVPD basis.

Atoms and positions in Å:
Pr 0.1933 0.2476 -0.2529
C -1.7121 -2.1487 1.5933
N -1.8677 -1.7334 0.2081
C -3.2278 -1.5467 -0.2488
C -3.5338 -0.1067 -0.5119
N -2.6740 0.8700 -0.4725
C -3.3707 1.9955 -0.8539
C -2.9482 3.3096 -1.0110
C -3.8793 4.2376 -1.4316
C -5.2032 3.8838 -1.7005
C -5.6457 2.5828 -1.5519
C -4.7141 1.6490 -1.1279
N -4.7861 0.2960 -0.8923
C -1.2322 -1.0319 2.4719
N -1.4198 0.2453 2.2091
C -1.0751 0.8993 3.3714
C -1.1631 2.2445 3.7041
C -0.8415 2.6093 4.9983
C -0.4175 1.6686 5.9370
C -0.3071 0.3277 5.6195
C -0.6519 -0.0534 4.3333
N -0.7762 -1.2815 3.7302
H -1.0123 -2.9847 1.6697
H -2.6704 -2.5029 2.0127
H -1.3381 -2.3289 -0.4284
H -3.9521 -1.9296 0.4912
H -3.4027 -2.0915 -1.1870
H -1.9212 3.5673 -0.8191
H -3.5790 5.2684 -1.5612
H -5.8966 4.6447 -2.0320
H -6.6702 2.3121 -1.7638
H -5.5964 -0.2924 -0.9966
H -1.4922 2.9690 2.9743
H -0.9278 3.6450 5.2993
H -0.1779 1.9933 6.9415
H 0.0121 -0.3951 6.3546
H -0.1974 -2.1324 3.9071
C 3.6737 -0.1860 -1.5676
N 2.2569 -0.0430 -1.8461
C 1.8958 -0.1119 -3.0802
C 0.5607 -0.0251 -3.5373
C 0.1369 -0.0646 -4.8771
C -1.2425 0.0587 -4.8570
C -1.5912 0.1661 -3.5097
N -0.5268 0.1155 -2.7016
C 4.0510 -1.6371 -1.3830
C 4.1073 -2.2110 -0.1204
C 4.5089 -3.5274 0.0348
C 4.8433 -4.2915 -1.0699
C 4.7365 -3.7422 -2.3355
C 4.3456 -2.4248 -2.4879
H 3.8821 0.3653 -0.6462
H 4.2790 0.2279 -2.3935
H 2.6512 -0.2199 -3.8726
H 0.7743 -0.1652 -5.7374
H -1.9174 0.0628 -5.6958
H -2.5880 0.2873 -3.1109
H 3.8347 -1.6140 0.7361
H 4.5571 -3.9660 1.0215
H 5.1708 -5.3135 -0.9438
H 4.9638 -4.3392 -3.2083
H 4.2706 -1.9975 -3.4773
O 2.2701 -5.6250 2.0567
C 1.7855 -4.6085 1.5753
C 1.3054 -3.4143 2.3125
O 0.9055 -3.3836 3.5039
C 1.2180 -2.3429 1.3450
C 1.1271 -2.9257 0.0326
O 0.6616 -2.2840 -0.9531
C 1.5024 -4.3434 0.1239
O 1.5088 -5.1793 -0.7743
O 1.0178 -1.1013 1.5666
C 0.6182 3.5307 -2.6458
Si 0.9391 3.0613 -0.7704
C 2.8483 3.5006 -0.6836
C 0.2980 4.7457 0.0936
H 0.8524 4.5701 -2.8776
H -0.4165 3.3512 -2.9356
H 1.2375 2.9083 -3.2889
H 3.0769 4.4795 -1.1001
H 3.4252 2.7642 -1.2356
H 3.2140 3.4960 0.3405
H 0.0077 5.4917 -0.6437
H 1.0825 5.2007 0.6954
H -0.5623 4.5948 0.7468
C 6.5124 0.1337 1.7257
C 5.5010 -0.2289 2.8137
C 4.2557 0.5580 2.6402
N 3.4124 0.4121 1.6977
N 2.3904 1.2611 1.6939
C 2.4390 2.1180 2.6651
N 1.5544 3.0996 2.8510
S 3.8304 1.8976 3.7235
H 7.4208 -0.4486 1.8544
H 6.7566 1.1931 1.7742
H 6.0955 -0.0862 0.7471
H 5.9219 -0.0261 3.8000
H 5.2540 -1.2890 2.7377
H 0.8346 3.2041 2.1539
H 1.6998 3.7959 3.5555

Properties
largest force on an atom = 2.42 eV Å⁻¹
total charge = -1
E_LUMO (spin up / spin down) = 2.06 / 2.06 eV
HOMO-LUMO gap (spin up / spin down) = 0.2417 / 0.2411 Eh
spin multiplicity = 3
E = -100087.6724 eV

Results of the Mulliken charge analysis, in e, for atoms 1 through 8: 1.34 -1.27 0.23 -1.55 0.21 0.77 -0.39 -0.03


No. 3
Here is a structure of composition C23H14F6N4O4PtS from the Open Molecules 2025 dataset. Energies are from the ωB97M-V functional and the def2-TZVPD basis.

Atoms and positions in Å:
Pt 0.4807 0.5516 0.0957
S -3.5217 -5.3579 2.1429
N -3.7954 -3.8070 2.5054
C -2.8380 -3.1255 1.9328
C -2.6625 -1.6857 2.0089
C -3.4805 -0.8378 2.7580
C -3.1984 0.5091 2.7865
C -2.1061 0.9773 2.0632
N -1.3433 0.1614 1.3500
C -1.5978 -1.1500 1.3064
C -0.6552 -1.9494 0.4836
N 0.2956 -1.3678 -0.1422
C 1.0863 -3.4124 -2.1031
C 1.1413 -4.1947 -0.9953
C 0.1064 -4.3504 -0.0651
C -0.7980 -3.4203 0.4738
C -1.9072 -3.9463 1.2053
N -2.2057 -5.2425 1.2606
H -4.3162 -1.2590 3.3051
H -3.7978 1.1993 3.3637
H -1.8494 2.0287 2.0590
H 1.8785 -3.3200 -2.8373
H 1.9895 -4.8671 -0.9284
H 0.0016 -5.3502 0.3474
C -0.7214 2.3273 -3.6499
C -0.6100 1.0935 -2.7592
O -0.1593 1.5050 -1.5017
C 0.3171 0.0674 -3.4047
F 0.0115 -2.7670 -2.4127
F 0.5985 0.2314 -4.6808
F 1.4513 -0.1860 -2.7369
C -2.0184 0.4776 -2.6371
F -2.4498 0.0150 -3.8108
F -2.8902 1.3847 -2.1809
F -2.0338 -0.5652 -1.7632
H 0.2640 2.7741 -3.7761
H -1.3886 3.0466 -3.1805
H -1.1146 2.0533 -4.6263
O 4.6148 2.4130 2.6823
C 3.8347 2.8182 1.7708
C 4.2091 3.9409 0.9532
C 3.3226 4.4120 0.0340
C 2.0474 3.8048 -0.1065
C 1.6989 2.6960 0.6972
C 2.5692 2.1561 1.5791
C 2.2938 0.8861 2.3515
O 2.9689 0.6913 3.3566
O 1.4125 0.0812 1.8644
H 4.1257 1.6582 3.1730
H 5.1825 4.3936 1.1123
H 3.5840 5.2636 -0.5809
H 1.3360 4.1839 -0.8322
H 0.6370 2.3601 0.6889

Properties
largest force on an atom = 0.74 eV Å⁻¹
total charge = +2
E_LUMO (spin up / spin down) = -7.46 / -9.42 eV
HOMO-LUMO gap (spin up / spin down) = 0.2249 / 0.2167 Eh
spin multiplicity = 5
E = -68593.7517 eV

Results of the Mulliken charge analysis, in e, for atoms 1 through 8: 1.19 0.27 -0.62 0.81 0.26 -0.61 -0.89 -0.27


No. 4
Here is a structure of composition C18H10AuBrF2N2O3 from the Open Molecules 2025 dataset. Energies are from the ωB97M-V functional and the def2-TZVPD basis.

Atoms and positions in Å:
Au -1.4518 0.1542 0.5112
F -3.9388 -5.0443 -1.0386
C -2.8776 -4.2297 -0.9845
C -2.7517 -3.3735 0.0878
C -1.6450 -2.5472 0.1237
C -0.6622 -2.5462 -0.8801
C -0.8761 -3.4330 -1.9292
F -0.0036 -3.4583 -2.9531
C -1.9593 -4.2824 -2.0128
C 0.5308 -1.6487 -0.8796
C 1.7817 -2.1435 -1.2233
C 2.8737 -1.2951 -1.2511
C 2.7070 0.0395 -0.9279
C 1.4453 0.4704 -0.5702
N 0.3899 -0.3471 -0.5562
H -3.4838 -3.3454 0.8808
H -2.0830 -4.9463 -2.8551
H 1.8928 -3.1912 -1.4579
H 3.8492 -1.6797 -1.5182
H 3.5303 0.7389 -0.9392
H 1.2553 1.4958 -0.2823
Br -1.7200 2.2040 3.0701
C -0.2216 2.9034 2.1428
C 0.9669 3.0397 2.8488
C 2.0747 3.5930 2.2259
C 1.9808 4.0365 0.9124
C 0.7850 3.9027 0.2275
C -0.3297 3.3062 0.8184
C -1.5701 3.1833 -0.0477
O -1.9608 4.1822 -0.6142
O -2.0422 1.9949 -0.2605
H 1.0149 2.7238 3.8816
H 3.0016 3.6964 2.7748
H 2.8324 4.4979 0.4294
H 0.6826 4.2723 -0.7852
O -2.5683 -1.2317 1.7541
N -1.4496 -1.6920 1.2775

Properties
largest force on an atom = 0.55 eV Å⁻¹
E_LUMO = -1.10 eV
HOMO-LUMO gap = 0.2881 Eh
spin multiplicity = 1
E = -107117.8846 eV
relative energy (zero: lowest compared OMol25 entry of this formula, charge and spin) = 0.000 eV

Results of the Mulliken charge analysis, in e, for atoms 1 through 8: 0.86 -0.31 0.48 -0.89 0.67 -0.43 0.53 -0.31


No. 5
Here is a structure of composition C9H4Cl2F6N2O6S2Sn at a distorted geometry from the Open Molecules 2025 dataset. Energies are from the ωB97M-V functional and the def2-TZVPD basis.

Atoms and positions in Å:
Sn -0.2339 0.7215 0.0861
F 2.2588 -2.6071 1.6304
C 3.3603 -1.8942 1.8572
F 3.6872 -2.0037 3.1434
F 4.3422 -2.4041 1.1213
S 3.1102 -0.0834 1.4392
O 2.1228 -0.1026 0.3625
O 4.4014 0.4099 1.1290
N 2.5170 0.5407 2.7648
S 0.9616 0.5100 2.9184
O 0.2976 1.6862 2.3823
O 0.3324 -0.7219 2.5054
C 0.7289 0.5407 4.7543
F -0.5723 0.6194 5.0051
F 1.3550 1.5522 5.3311
F 1.1951 -0.6039 5.2427
O -0.8893 4.2012 0.0133
C -0.1818 3.7685 -0.8724
O 0.1765 2.5497 -1.1075
H 0.2387 4.4797 -1.6210
Cl -5.3455 0.9410 -0.0596
C -4.7658 -0.6576 -0.0037
C -5.6309 -1.7198 0.0169
C -5.1410 -3.0203 0.0107
C -3.7677 -3.2733 -0.0285
C -2.8667 -2.2466 -0.0364
Cl -1.1911 -2.5909 -0.0554
C -3.3192 -0.8409 0.0012
N -2.5688 0.2075 0.0247
H -6.6955 -1.5347 0.0322
H -5.8298 -3.8527 0.0306
H -3.4017 -4.2903 -0.0476

Properties
largest force on an atom = 1.93 eV Å⁻¹
E_LUMO (spin up / spin down) = -3.27 / -2.85 eV
HOMO-LUMO gap (spin up / spin down) = 0.2265 / 0.2399 Eh
spin multiplicity = 1
E = -93510.9848 eV
relative energy (zero: lowest compared OMol25 entry of this formula, charge and spin) = 0.863 eV

Results of the Mulliken charge analysis, in e, for atoms 1 through 8: 1.20 -0.20 0.65 -0.24 -0.22 1.09 -0.66 -0.58


No. 6
Here is the ion NO4S with charge -1 at a distorted geometry from the Open Molecules 2025 dataset. Energies are from the ωB97M-V functional and the def2-TZVPD basis.

Atoms and positions in Å:
N -1.1415 1.3902 -0.7071
O 1.4019 -0.0871 1.0071
O -1.0562 -0.7479 0.8887
O 0.0421 1.1319 -0.4728
O 0.5249 -1.2394 -0.9461
S 0.2288 -0.4477 0.2302

Properties
largest force on an atom = 3.66 eV Å⁻¹
total charge = -1
E_LUMO (spin up / spin down) = 4.32 / 4.32 eV
HOMO-LUMO gap (spin up / spin down) = 0.3085 / 0.3703 Eh
spin multiplicity = 3
E = -20513.7567 eV
relative energy (zero: lowest compared OMol25 entry of this formula, charge and spin) = 0.349 eV

Mulliken analysis output, partial charges in e: -0.21 -0.61 -0.60 -0.11 -0.61 1.15


No. 7
Here is a structure of composition C14H30N2O5PS2Sc from the Open Molecules 2025 dataset. Energies are from the ωB97M-V functional and the def2-TZVPD basis.

Atoms and positions in Å:
Sc -0.3283 -0.9197 0.2054
C -1.3993 -3.0671 -3.9300
N -0.0197 -2.6961 -3.5923
C 0.9733 -2.9133 -4.6481
C 0.2854 -2.2272 -2.4150
O -0.5780 -2.0438 -1.5053
C 1.7295 -1.8564 -2.0755
O 1.7464 -1.4741 -0.7016
C 2.7063 -2.0986 0.1473
C 2.0465 -2.2487 1.5152
O 0.8458 -1.8568 1.6253
N 2.7025 -2.7745 2.5130
C 4.0852 -3.2473 2.4246
C 2.0839 -2.9276 3.8358
H -1.7881 -2.3651 -4.6662
H -2.0166 -3.0503 -3.0399
H -1.3904 -4.0680 -4.3577
H 0.5284 -2.6257 -5.5979
H 1.2494 -3.9665 -4.6929
H 1.8593 -2.3044 -4.4950
H 2.0572 -1.0110 -2.6839
H 2.4019 -2.6963 -2.2537
H 3.6046 -1.4819 0.2081
H 2.9719 -3.0859 -0.2382
H 4.5172 -3.0596 1.4474
H 4.1099 -4.3174 2.6257
H 4.6826 -2.7325 3.1753
H 1.0413 -2.6375 3.7960
H 2.6184 -2.3014 4.5488
H 2.1690 -3.9692 4.1403
C -0.0480 4.0644 2.1291
C -1.1372 3.1347 2.6075
C -0.6380 1.9270 3.3649
O -1.9882 2.7510 1.4509
P -1.9080 1.6084 0.4030
S -2.4768 -0.1976 1.1327
S -0.0059 1.4023 -0.3502
O -2.9280 1.9679 -0.7033
C -3.2508 3.2933 -1.3087
C -1.9934 4.0677 -1.6281
C -4.2267 4.0249 -0.4189
H 0.4857 4.4503 2.9981
H -0.4647 4.9137 1.5900
H 0.6692 3.5488 1.4908
H -1.8531 3.6816 3.2180
H 0.0998 1.3709 2.7817
H -1.4558 1.2651 3.6451
H -0.1511 2.2707 4.2773
H -3.7421 2.9832 -2.2289
H -1.4633 4.3631 -0.7210
H -2.2767 4.9790 -2.1545
H -1.3209 3.5022 -2.2720
H -3.7532 4.3385 0.5101
H -5.0872 3.3985 -0.1896
H -4.5814 4.9143 -0.9391

Properties
largest force on an atom = 0.44 eV Å⁻¹
total charge = +2
E_LUMO = -5.54 eV
HOMO-LUMO gap = 0.3461 Eh
spin multiplicity = 1
E = -79875.7321 eV
relative energy (zero: lowest compared OMol25 entry of this formula, charge and spin) = 0.000 eV

Results of the Mulliken charge analysis, in e, for atoms 1 through 8: 0.40 -0.98 0.12 -0.99 1.05 -0.70 -1.04 -0.31


No. 8
Here is a structure of composition C15H8BClF4IN3OPt at a distorted geometry from the Open Molecules 2025 dataset. Energies are from the ωB97M-V functional and the def2-TZVPD basis.

Atoms and positions in Å:
Pt -0.0464 0.0955 -0.3532
Cl 3.3550 -3.3681 4.3746
C 2.2384 -2.3830 3.5365
C 1.1888 -1.7880 4.2440
C 0.2781 -0.9917 3.5942
I -1.3175 -0.0637 4.5612
C 0.3832 -0.7581 2.1974
O -0.4671 -0.0130 1.5467
C 1.4500 -1.3671 1.4957
N 1.4730 -1.0992 0.1607
C 2.4615 -1.6469 -0.5859
C 3.4240 -2.4533 -0.0297
C 3.4163 -2.7462 1.3447
C 2.4036 -2.1919 2.1359
H 1.1038 -1.9618 5.3047
H 2.4527 -1.4144 -1.6409
H 4.1889 -2.8596 -0.6701
H 4.1678 -3.3814 1.7825
F -0.0848 0.6921 -4.4810
B 0.9621 0.1465 -3.8488
F 0.4475 0.1657 -2.2944
F 1.1727 -1.1574 -4.0842
F 2.0781 0.8861 -3.8130
N -5.6811 4.5365 -1.9144
C -4.7979 3.8401 -1.6826
C -3.7168 2.9877 -1.3890
C -2.5832 3.4645 -0.7109
C -1.5557 2.5963 -0.4317
N -1.5862 1.2981 -0.7794
C -2.6580 0.8379 -1.4482
C -3.7331 1.6343 -1.7631
H -2.5236 4.4993 -0.4163
H -0.6677 2.9410 0.0837
H -2.6443 -0.2062 -1.7364
H -4.5820 1.2298 -2.2893

Properties
largest force on an atom = 2.39 eV Å⁻¹
E_LUMO = -1.46 eV
HOMO-LUMO gap = 0.2444 Eh
spin multiplicity = 1
E = -57625.0898 eV
relative energy (zero: lowest compared OMol25 entry of this formula, charge and spin) = 0.691 eV

Results of the Mulliken charge analysis, in e, for atoms 1 through 8: 1.04 -0.25 0.69 -0.58 -0.38 0.08 0.41 -0.83